This record from OMol25 describes a gas-phase ion, C7H10N3O (charge +1) in a non-equilibrium geometry. The level of theory is ωB97M-V/def2-TZVPD.

For the energy, the calculation gives -13931.2673 eV. As for the LUMO energy: -3.9 eV. As for the SMILES: NC(=O)C/C=C/c1[nH]cc[nH+]1. The frontier orbital gap comes out at 9.12 eV. As for the HOMO energy: -13.01 eV. The value obtained for the largest force on an atom is 3.65 eV/A.

ORCA input file:
```
! wB97M-V def2-TZVPD RIJCOSX def2/J DEFGRID3
* xyz 1 1
H -4.974 0.048 -0.311
H -3.450 -2.376 0.402
H 2.320 1.599 -0.702
H -3.283 1.744 -0.332
C -0.517 0.880 -0.549
H 4.733 0.536 0.822
C -3.923 -0.217 -0.033
C 2.254 0.800 0.064
H 2.331 1.329 1.039
C -3.215 -1.363 0.089
N 4.399 -0.356 0.403
N -1.945 -1.041 0.084
C 3.171 -0.452 -0.128
H 0.420 -0.177 0.985
C 0.618 0.414 0.053
C -1.793 0.303 -0.065
O 2.746 -1.409 -0.709
H -0.717 1.794 -1.032
H 5.151 -1.143 0.149
N -3.047 0.814 -0.018
H -1.279 -1.728 -0.210
*
```

***

This record from OMol25 describes 2 unconnected molecules or ions with the total composition C2H12N4 in a non-equilibrium geometry. The level of theory is ωB97M-V/def2-TZVPD.

For the energy, the calculation gives -8224.6172 eV. As for the LUMO energy: 1.0 eV. The frontier orbital gap comes out at 9.03 eV. As for the HOMO energy: -8.05 eV. The value obtained for the largest force on an atom is 2.53 eV/A.

ORCA input file:
```
! wB97M-V def2-TZVPD RIJCOSX def2/J DEFGRID3
* xyz 0 1
H 2.843 -0.291 -0.975
H -2.824 -2.142 0.933
H -2.847 0.313 1.210
H 2.151 2.125 0.766
N -1.883 -2.052 0.554
C 2.136 1.058 0.543
N -1.826 -0.958 -0.319
C 2.892 0.764 -0.745
H 2.461 1.315 -1.576
H -0.509 0.073 -1.245
H 3.930 1.053 -0.657
H -2.950 0.955 -0.283
H -1.203 -1.891 1.294
H 2.599 0.525 1.378
H 1.101 0.727 0.455
H -2.340 -1.216 -1.185
N -3.083 0.083 0.232
N -0.649 -0.443 -0.380
*
```

***

This record from OMol25 describes 11 unconnected molecules or ions with the total composition C26H68NO12S in a non-equilibrium geometry. The level of theory is ωB97M-V/def2-TZVPD.

For the energy, the calculation gives -64950.6717 eV. As for the LUMO energy: -4.7 eV. The frontier orbital gap comes out at 6.93 eV. As for the HOMO energy: -11.63 eV. The value obtained for the largest force on an atom is 1.64 eV/A.

ORCA input file:
```
! wB97M-V def2-TZVPD RIJCOSX def2/J DEFGRID3
* xyz 1 1
C 2.602 -3.902 -2.443
H 5.722 5.513 1.661
C 4.623 -0.084 -0.063
C 6.554 4.801 1.578
C 0.622 4.556 -0.824
C -3.146 5.040 3.081
C -0.312 5.349 -1.503
H -0.198 -3.729 1.104
O -3.391 0.018 0.956
C 7.614 -0.136 -3.187
C 6.200 3.497 2.261
H -7.659 1.731 -0.757
O 1.571 -2.107 -1.129
H 8.379 0.253 -2.516
H 1.556 -4.104 -0.571
H -3.833 1.666 2.009
H 4.069 1.699 1.003
H 4.553 -8.693 -0.679
C 3.735 -8.177 -1.189
H 3.763 -8.463 -2.239
H 2.368 -8.254 0.483
C -1.204 -3.726 -0.803
H 0.780 -2.200 -1.669
H -2.132 5.433 3.208
H 6.088 4.200 -0.200
C -1.091 2.952 -0.392
O -1.979 -2.821 1.326
H -0.587 -4.505 -1.255
C 2.403 -8.552 -0.568
H -2.218 -3.823 -1.201
H -5.007 5.620 2.163
H -3.569 4.886 4.070
H 3.108 -4.863 -2.363
C -6.230 -2.991 0.867
H -9.121 1.595 0.225
H -3.573 6.150 1.276
H -2.918 3.430 -1.129
H 5.940 3.641 3.311
H -5.253 0.848 1.335
H -3.536 -0.187 3.649
N -1.959 3.744 -1.041
H 0.942 2.721 0.239
H -7.238 -0.725 -0.452
O -3.096 3.742 2.487
H 1.587 -8.049 -1.088
H -6.084 -3.905 2.810
O 4.245 3.704 -1.595
H 7.352 1.710 -4.285
C 0.218 3.345 -0.265
O -8.816 -1.062 0.763
H 4.468 0.348 -1.052
H 5.354 3.045 1.743
C 3.794 0.648 0.970
H -6.804 -3.101 -0.056
H -1.464 2.017 0.009
H 7.428 5.262 2.036
H -4.045 6.981 2.760
H 2.210 6.002 -0.916
H 3.967 -6.484 -0.251
C -1.208 -3.840 0.711
H -4.654 -3.954 0.213
S 2.947 4.100 -2.049
H 8.121 -0.652 -4.009
H -4.928 -1.028 2.970
C -4.492 -0.041 3.146
C 2.052 4.942 -0.739
H -6.400 -1.988 1.253
O -4.828 -3.076 0.567
H 2.468 4.657 0.225
H 2.123 -0.310 0.613
C 6.753 0.994 -3.722
C -1.601 4.924 -1.598
H -8.805 -0.444 -1.214
H -3.750 -0.862 0.792
C -8.230 -0.305 -0.294
C -6.653 -4.026 1.887
O 6.870 4.586 0.210
H -0.819 -2.751 -1.104
H -1.576 -4.828 1.014
C 2.211 -3.388 -1.074
H 2.208 2.976 -2.211
O 3.964 -6.767 -1.171
H 7.030 2.793 2.199
C -8.131 1.170 0.052
C -3.994 6.006 2.277
H 6.264 1.519 -2.901
H -2.889 -2.863 1.012
H -2.363 5.493 -2.106
C -4.288 0.695 1.838
H 3.264 -3.192 -2.941
H -7.715 -3.927 2.112
H 4.338 -1.137 -0.116
H 2.238 -9.628 -0.619
H 3.958 0.224 1.966
H 5.686 -0.032 0.169
H -9.703 -0.720 0.907
H -6.473 -5.036 1.513
H -0.020 6.280 -1.963
H -7.546 1.306 0.963
H 1.716 -4.029 -3.072
O 2.865 4.901 -3.233
H -2.727 3.783 1.604
O 6.864 -1.069 -2.413
H 5.977 0.605 -4.386
H 3.094 -3.245 -0.451
H 6.188 -1.450 -2.982
O 2.396 0.616 0.646
H -5.158 0.514 3.808
*
```

***

This record from OMol25 describes 9 unconnected molecules or ions with the total composition C33H50N9O14 in a non-equilibrium geometry. The level of theory is ωB97M-V/def2-TZVPD.

For the energy, the calculation gives -77083.0960 eV. As for the LUMO energy: 0.6 eV. The frontier orbital gap comes out at 6.91 eV. As for the HOMO energy: -6.30 eV. The value obtained for the largest force on an atom is 10.65 eV/A.

ORCA input file:
```
! wB97M-V def2-TZVPD RIJCOSX def2/J DEFGRID3
* xyz -1 1
H 2.699 3.824 0.307
H 0.349 -2.792 -2.387
H 4.905 -1.002 -4.972
H -6.124 1.967 1.140
O -2.902 -1.637 5.200
H -1.077 4.714 -0.979
H 0.050 -3.764 1.806
C -1.820 -4.156 2.956
C 0.643 -3.808 -2.199
H -1.748 4.499 -6.566
N -5.522 -3.418 1.720
C 3.331 1.325 2.729
N -2.602 -1.066 4.138
C -2.100 4.130 2.263
C 0.330 4.808 -4.748
C 3.320 3.755 3.855
H -2.124 0.272 1.953
H 0.285 2.708 0.069
H 0.628 -2.265 3.823
C 0.323 -6.162 -2.442
O 4.086 2.332 6.173
C -1.561 4.928 0.064
C -3.617 -0.301 3.401
H -1.345 -5.513 -4.156
H 2.783 5.196 2.329
C 3.471 2.201 3.972
H 3.288 4.386 4.640
H 5.275 -0.442 -6.482
H -1.019 -3.622 -4.169
H 3.515 -0.519 -3.390
O -6.067 -3.075 0.733
C 1.271 -1.585 3.259
H -3.859 -4.150 3.958
N -1.480 3.933 0.917
N 3.728 1.591 5.256
H -1.993 -4.323 -3.306
C -3.112 0.443 2.230
N -0.067 -4.860 -2.801
O 1.363 -0.194 -1.435
C 2.992 1.907 1.436
H -7.069 0.711 3.190
C -1.111 -3.807 1.679
H -1.414 1.895 0.254
O -6.242 -3.691 2.832
C -5.456 1.377 1.815
H -0.342 2.215 1.571
O -0.595 -0.083 -2.221
H 4.211 -1.345 4.070
H -0.164 2.615 -3.013
H 4.351 -3.102 3.317
H 3.366 0.369 2.728
C 2.877 -2.328 1.572
H -0.115 -6.537 -1.638
H -0.333 1.687 -4.378
H -1.016 -3.158 -0.288
H 6.045 0.140 -4.727
H 0.004 -6.832 -3.235
N 4.178 0.738 -5.057
H -3.583 1.603 0.507
C 3.948 1.727 -5.932
C -3.260 -3.262 0.421
C -0.635 2.642 -3.995
H -2.445 3.147 2.639
H 0.497 5.312 -5.648
H 3.255 2.531 -5.428
N 2.669 -2.015 2.891
N 0.172 -0.260 -1.264
H 4.107 1.331 -2.952
H -1.379 4.644 2.981
O 4.004 -2.693 1.150
H 1.449 -6.476 -2.288
O 4.341 1.897 -7.063
N -0.489 3.670 -4.926
H -1.685 2.268 -3.738
C -1.286 3.591 -6.165
O 3.281 0.453 5.375
C -4.046 1.277 1.419
H 2.641 1.015 -3.520
H -2.947 4.722 2.265
O -2.079 6.048 0.261
O -0.315 -0.495 -0.093
H 0.868 -1.310 2.394
O -1.385 -0.690 3.947
C -1.746 -3.461 0.521
H -5.379 -0.796 4.637
O 0.953 4.952 -3.712
H 3.184 -2.453 4.731
C -3.978 -3.551 1.733
C 3.665 -2.318 3.892
H -0.772 3.183 -6.897
C 5.168 -0.242 -5.392
C -0.689 2.691 0.723
H 2.797 1.262 0.664
C -6.059 0.650 2.998
H 1.633 -0.571 3.758
C -3.312 -3.959 3.082
C 3.032 4.282 2.462
C -1.182 -4.577 -3.669
C -5.035 -0.235 3.783
H -1.396 -4.493 3.961
H -3.875 -2.919 -0.572
O 1.470 -4.077 -1.276
H 2.013 -2.201 0.787
C 3.568 0.665 -3.707
C 2.874 3.450 1.386
H -2.305 2.866 -5.887
*
```

***

This record from OMol25 describes a molecular structure, C4H8InO2 in a non-equilibrium geometry. The level of theory is ωB97M-V/def2-TZVPD.

For the energy, the calculation gives -13504.9735 eV. As for the LUMO energy: -20.3 eV. The frontier orbital gap comes out at 3.03 eV. As for the HOMO energy: -23.36 eV. The value obtained for the largest force on an atom is 2.94 eV/A.

ORCA input file:
```
! wB97M-V def2-TZVPD RIJCOSX def2/J DEFGRID3
* xyz 3 1
H -1.220 -2.214 -1.571
C -1.352 -1.741 -0.544
O -0.831 0.326 0.689
H 1.753 0.531 1.111
O -0.628 0.326 -1.580
H -0.805 -2.262 0.342
H 1.615 1.296 -0.458
H -0.274 2.016 1.662
H -2.369 -1.749 -0.086
H -0.522 2.195 -0.094
C 1.401 1.391 0.581
C -0.996 -0.185 -0.542
H 1.941 2.209 1.011
In 2.389 -3.690 -1.242
C -0.102 1.553 0.721
*
```

***

This record from OMol25 describes a molecular structure, C35H32Cl3N6O4S2Sc in a non-equilibrium geometry. The level of theory is ωB97M-V/def2-TZVPD.

For the energy, the calculation gives -133885.6254 eV. As for the LUMO energy: -0.6 eV. The frontier orbital gap comes out at 6.48 eV. As for the HOMO energy: -7.06 eV. The value obtained for the largest force on an atom is 1.65 eV/A.

ORCA input file:
```
! wB97M-V def2-TZVPD RIJCOSX def2/J DEFGRID3
* xyz 0 1
H 1.354 -5.306 1.724
C 1.182 4.870 -3.440
C 1.049 4.043 -4.550
H -5.722 6.096 1.190
C 1.836 -4.701 0.969
C 0.476 2.804 -4.408
H 1.699 -0.488 2.039
C 1.884 -2.714 -0.388
O 0.980 5.321 -1.138
C -2.554 -3.254 -1.771
C -2.091 -1.004 -0.802
H -4.842 -4.130 1.204
C -0.037 -3.108 1.238
C 3.092 -3.156 -0.967
H 4.758 -2.842 -2.256
C 0.765 4.456 -2.191
C 1.345 -1.427 -0.806
H 1.624 5.853 -3.524
C -0.075 5.484 -0.210
H 0.089 6.457 0.257
H -0.837 0.543 -3.988
C 0.204 3.163 -1.999
H 2.930 -7.232 0.758
C -0.568 0.870 4.756
C 3.650 -4.350 -0.540
H 0.357 2.156 -5.265
H -4.438 -5.792 -0.570
H -1.219 1.324 5.487
C -0.710 1.223 3.402
C 0.043 2.348 -3.158
C 3.948 2.851 -0.024
H -0.419 -3.921 1.852
N -1.808 2.482 1.725
C 1.043 -0.133 2.824
H 2.016 -1.260 4.371
C 1.254 -3.502 0.600
C -5.143 5.186 1.319
H -0.784 -2.866 0.486
H 4.090 -1.355 -1.588
C 1.236 -0.551 4.132
N -1.608 -0.649 -1.968
C -0.596 1.069 -3.059
C -1.704 2.166 2.983
H 4.553 -6.647 0.363
S -3.258 2.382 -0.924
N -0.939 0.544 -1.932
H -3.769 -1.894 1.071
O -0.132 2.755 -0.811
O 0.695 -0.656 -0.119
H 1.604 -1.137 -1.841
H -1.044 5.478 -0.715
H 0.081 -2.225 1.866
Cl 4.970 1.606 -0.789
H 1.381 4.389 -5.517
C -2.779 -2.313 -0.768
C -3.145 -4.501 -1.695
C -4.202 -3.882 0.370
C 3.037 -5.135 0.427
N -2.644 3.466 1.432
N 0.086 0.704 2.446
H 3.856 -6.355 1.963
H 0.512 -0.348 6.151
C -3.606 -2.636 0.303
H -4.604 5.196 2.260
Sc -0.747 1.200 0.130
H -2.959 -5.236 -2.465
C -3.972 -4.818 -0.626
C 2.671 2.257 0.248
C 0.398 -0.043 5.119
C 3.835 -2.338 -1.981
N 1.649 1.784 0.466
C 3.637 -6.418 0.899
H -2.358 2.623 3.726
C -3.154 3.578 0.235
Cl 4.658 3.346 1.539
H 3.247 -2.199 -2.887
O -1.974 -0.324 0.281
H -0.068 4.697 0.552
H -1.910 -2.986 -2.594
H 4.590 -4.675 -0.961
S -3.950 5.159 -0.059
Cl 3.790 4.262 -1.107
H -5.791 4.317 1.244
*
```

***

This record from OMol25 describes a single C21H22N2O4 molecule. The level of theory is ωB97M-V/def2-TZVPD.

For the energy, the calculation gives -33306.1008 eV. As for the LUMO energy: 0.7 eV. As for the SMILES: Cc1ccc(C)c(OCC(=O)N[C@@H](Cc2c[nH]c3ccccc23)C(=O)O)c1. The frontier orbital gap comes out at 8.45 eV. As for the HOMO energy: -7.79 eV. The value obtained for the largest force on an atom is 0.70 eV/A.

ORCA input file:
```
! wB97M-V def2-TZVPD RIJCOSX def2/J DEFGRID3
* xyz 0 1
O 0.321 -2.723 0.640
H -1.697 -0.084 -4.781
C 2.333 -1.497 -0.755
H -0.256 -1.716 3.115
H -0.164 0.373 4.668
O -3.197 -2.237 0.717
H -1.053 -4.180 0.612
H 1.105 -0.650 5.329
C -0.656 1.857 -1.285
C -2.070 -2.329 0.281
H 2.361 -2.581 -0.832
H -1.605 0.447 1.534
N 0.008 1.653 0.851
C 0.539 3.083 -2.944
N -1.636 -1.794 -0.869
C 1.993 -1.080 0.642
C -2.810 0.376 -1.138
H -3.520 0.165 -0.338
H -3.338 -1.514 -2.047
H 3.535 0.377 0.790
H -0.656 -1.896 -1.112
H -1.164 -3.167 2.057
C 0.920 -1.688 1.315
H -1.341 2.130 -3.311
C -1.158 0.960 0.704
O -2.271 -0.234 -4.012
C 1.463 2.949 -0.713
H 0.633 3.456 -3.953
H 2.230 3.188 0.009
H 2.947 1.083 3.070
C -1.576 -0.768 -3.011
H -3.298 0.982 -1.902
C 0.901 0.152 4.620
C -2.416 -0.987 -1.770
H 0.575 1.663 1.682
H 2.393 3.967 -2.336
C -0.560 2.333 -2.593
C 1.295 -0.269 3.235
C 0.357 2.191 -0.352
H 3.297 -1.091 -1.051
C -1.612 1.063 -0.580
C 2.369 0.313 2.580
O -0.408 -1.046 -3.092
C 0.575 -1.269 2.590
H 1.580 -1.132 -1.454
C 2.705 -0.092 1.296
C 1.544 3.380 -2.019
H 1.457 1.033 4.932
C -0.975 -3.151 0.981
*
```

***

- Look up the LUMO energy of the first one.
  -3.9 eV

***

- Look up the LUMO energy of the fifth one.
  -20.3 eV

***

- Look up the energy of the fifth one.
  -13504.9735 eV